Molecular formula: C2H7NO2
Method: DFT, wB97M-V/def2-TZVPD

Geometry as XYZ:
```
12
Properties=species:S:1:pos:R:3:forces:R:3
O 0.2558 -0.3997 -2.3377 -0.28 0.11 -0.31
C 0.4037 0.7269 -1.9578 0.69 0.03 0.75
C 1.0619 1.0393 -0.6333 0.04 -1.41 1.53
N 0.2766 0.4205 0.5290 1.09 0.27 0.12
H 0.1442 1.6361 -2.5222 -0.35 -0.18 -0.49
H 1.9980 0.4778 -0.5124 0.33 0.68 -1.07
H 1.2324 2.1026 -0.5171 -0.15 0.14 0.19
H 0.7306 -0.4883 0.6204 -0.82 -0.58 -0.65
H 0.7462 0.7585 1.3742 -0.52 0.94 -0.05
H -1.6865 -2.5816 1.7349 1.03 0.25 0.07
H -2.6003 -1.4183 2.3309 0.63 -0.21 -0.18
O -2.5626 -2.2738 1.8912 -1.68 -0.04 0.09
```
Forces are in eV/Å.

Properties
- Multiplicity: 1
- SMILES: NCC=O.O
- Kohn-Sham gap: 10.45 eV
- E: -7771.25424 eV